A cluster of 8 separate species, C50H116BrN7O7 in total. Source: OMol25; level of theory: ωB97M-V/def2-TZVPD.

Calculated values
**Lowest unoccupied orbital energy**: -12.376 eV
**Kohn-Sham gap**: 0.408 eV
**Net charge**: +6

Geometry as XYZ:
```
181
Properties=species:S:1:pos:R:3:forces:R:3
C 3.79750 -8.62289 7.70574 0.479 0.393 0.148
C 2.95582 -9.49854 6.74955 0.642 -0.710 -1.502
C 2.45369 -10.75979 7.45670 -1.282 -0.169 1.827
C 1.38938 -10.46001 8.51130 -1.300 -0.127 0.046
C 0.16434 -9.82725 7.82858 0.670 -0.723 -0.006
C 0.48851 -8.52381 7.09864 -0.446 0.870 -1.117
N 1.75148 -8.75290 6.23031 -1.287 1.414 -7.277
O 1.67488 -8.41499 4.88555 0.850 -2.245 8.986
C 0.76481 -7.30405 8.01320 -0.409 0.115 0.478
C -0.69893 -8.23349 6.15611 0.197 1.612 -0.822
C 3.75306 -10.05875 5.53898 1.180 1.260 0.541
H 4.49844 -9.23916 8.26875 -0.073 -0.473 -0.330
H 3.28323 -8.08571 8.50264 -0.375 -0.136 -0.401
H 4.42563 -7.91065 7.17071 -0.252 0.054 -0.224
H 3.26593 -11.27160 7.97286 0.441 0.351 -0.354
H 2.03879 -11.50091 6.77356 0.013 0.240 -0.323
H 1.66390 -9.86326 9.38115 0.608 0.355 -0.293
H 1.07832 -11.37991 9.00642 -0.054 -0.262 -0.305
H -0.70787 -9.71537 8.47264 0.243 0.578 0.294
H -0.24738 -10.46260 7.04442 0.343 -0.472 -0.031
H 1.45320 -7.44900 8.84578 -0.421 -0.566 0.039
H -0.24991 -7.11604 8.36407 0.170 0.137 0.552
H 1.10108 -6.35071 7.60557 -0.045 -0.327 -0.929
H -1.56745 -7.73706 6.58894 0.056 -0.675 1.071
H -1.06870 -9.04499 5.52935 0.400 -0.226 0.271
H -0.45340 -7.40550 5.49110 0.505 -0.187 -0.396
H 4.48152 -10.73167 5.99133 -0.332 -0.517 -0.160
H 4.42818 -9.32392 5.10044 -0.336 0.407 -0.161
H 3.17896 -10.50077 4.72465 -0.150 -0.169 0.485
C 5.25629 6.85841 -3.07808 1.006 -0.246 0.485
C 6.37779 7.46158 -3.97639 0.952 2.083 -1.228
C 7.45552 8.36850 -3.28115 -0.076 0.847 1.215
C 8.32107 7.73745 -2.17968 0.121 -1.426 -0.647
C 9.06972 6.49575 -2.72629 -0.555 0.433 -1.071
C 8.16237 5.50984 -3.57358 1.540 -0.156 -1.019
N 7.26989 6.34042 -4.49925 -5.571 -4.178 -5.785
O 6.82882 5.79584 -5.72216 3.630 3.557 7.838
C 7.32266 4.57734 -2.64937 -0.664 0.263 0.525
C 9.06463 4.68621 -4.51853 -0.858 -1.093 0.105
C 5.73318 8.28217 -5.17288 0.080 -1.217 0.605
H 4.78442 6.00798 -3.57025 0.074 0.044 -0.006
H 4.48031 7.56400 -2.78123 0.266 0.450 -0.593
H 5.70951 6.55399 -2.13468 -0.226 -0.202 -0.111
H 7.04565 9.25870 -2.80402 -1.067 -0.228 0.045
H 8.06751 8.92361 -3.99208 0.267 -0.776 -0.655
H 7.72526 7.42152 -1.32335 -0.180 0.236 0.078
H 9.05335 8.46263 -1.82473 -0.087 -0.012 -0.009
H 9.62480 5.91977 -1.98588 -0.338 -0.089 0.114
H 9.82213 6.83595 -3.43779 0.118 0.118 -0.003
H 6.98297 5.14139 -1.78073 0.150 -0.096 -0.001
H 7.90263 3.73919 -2.26305 0.710 0.357 -0.251
H 6.44111 4.06495 -3.03465 0.020 0.435 -0.716
H 9.57470 5.23223 -5.31212 0.370 0.308 0.614
H 8.51150 3.92931 -5.07461 -0.539 0.115 0.047
H 9.67563 4.04372 -3.88452 0.641 0.566 -0.074
H 4.86199 7.75123 -5.55660 -0.040 -0.031 0.094
H 6.38800 8.41808 -6.03360 0.273 0.120 0.317
H 5.39286 9.24055 -4.78069 0.195 -0.051 0.033
C -1.74542 -10.05043 -4.85393 -0.780 0.032 -0.782
C -1.76059 -8.53493 -4.44353 0.431 -0.687 0.411
C -0.39319 -8.07892 -3.90184 -0.211 0.465 0.592
C 0.78590 -8.06114 -4.86299 -0.518 -0.736 0.924
C 0.48650 -7.11872 -6.00348 -0.043 -0.544 0.388
C -0.85413 -7.38190 -6.77197 1.966 0.637 0.617
N -2.00664 -7.67587 -5.73209 -6.293 0.623 -1.942
O -3.28407 -7.37306 -6.09095 7.719 -1.668 2.256
C -0.76914 -8.56726 -7.76022 -0.454 0.547 -0.265
C -1.09731 -6.07225 -7.48728 -1.919 0.368 -0.916
C -2.83791 -8.36149 -3.34372 -0.173 0.410 -0.769
H -2.74485 -10.41283 -5.09458 -0.304 0.583 -0.472
H -1.55569 -10.76022 -4.04874 0.833 0.650 0.436
H -1.12957 -10.27520 -5.72473 0.147 0.037 0.336
H -0.17208 -8.70090 -3.03446 -0.053 -0.315 -0.129
H -0.53049 -7.09554 -3.45215 -0.088 0.364 -0.131
H 0.96454 -9.12027 -5.04855 0.264 0.074 -0.925
H 1.65422 -7.73231 -4.29202 0.092 0.135 -0.158
H 1.31902 -7.03903 -6.70252 -0.246 -0.420 -0.403
H 0.48123 -6.12334 -5.55930 -0.458 0.162 0.038
H -0.21637 -9.44962 -7.43773 -0.612 -0.030 0.413
H -0.24488 -8.28921 -8.67450 0.173 0.632 0.176
H -1.79582 -8.69645 -8.10277 0.031 -0.874 0.079
H -0.39932 -5.77251 -8.26899 0.736 -0.653 0.428
H -1.19584 -5.21831 -6.81708 -0.118 -0.182 0.137
H -2.00405 -6.15714 -8.08620 -0.398 0.175 0.240
H -2.57112 -8.81654 -2.38986 0.577 -0.388 -0.345
H -3.75896 -8.84972 -3.66217 -0.128 0.404 0.034
H -2.98505 -7.31501 -3.07666 -0.274 0.098 -0.390
C -0.74539 5.04637 8.96163 0.442 -0.003 0.781
C -0.93521 4.04259 10.12343 0.554 0.086 0.372
N 0.27543 3.12618 10.40824 0.336 -1.198 -1.110
C 0.52361 2.29967 9.10139 0.227 -0.069 0.434
C 1.55008 3.91967 10.70963 1.199 -0.809 0.326
C 1.55891 4.69228 12.02652 -0.539 -0.632 -0.505
C -0.11435 2.16056 11.63028 0.585 0.487 -0.870
C 0.89515 1.02404 11.86472 0.780 0.067 0.414
O 2.18584 1.54142 12.31657 -1.315 -0.581 -0.707
C 3.26402 0.60398 12.42772 0.599 0.125 -0.524
H -1.53619 5.79641 8.94876 -0.114 -0.176 0.311
H -0.71596 4.63005 7.95469 -0.048 -0.366 0.236
H 0.18408 5.59134 9.12658 -0.041 0.114 -0.130
H -1.83317 3.43922 9.99032 0.262 -0.305 -0.082
H -1.00903 4.48333 11.11762 -0.477 0.730 -0.365
H 0.74065 2.96940 8.26925 -0.530 0.283 0.295
H -0.29508 1.61585 8.87725 -0.497 0.582 0.205
H 1.37892 1.62513 9.06211 0.351 0.305 1.131
H 1.92233 4.46749 9.84394 -0.942 0.411 -0.142
H 2.33483 3.16730 10.78840 -0.278 -0.294 0.174
H 0.69490 5.35582 12.06228 0.374 0.385 0.327
H 2.51961 5.19630 12.13201 -0.265 0.325 -0.186
H 1.52586 3.98122 12.85199 -0.138 0.108 0.014
H -1.13057 1.89097 11.34265 0.263 -0.855 0.004
H -0.25862 2.68664 12.57396 0.405 0.731 -0.374
H 0.96758 0.39284 10.97904 0.429 0.054 -0.238
H 0.52917 0.35577 12.64418 -0.454 0.135 0.128
H 4.16441 1.21682 12.38500 -0.043 0.009 0.400
H 3.38793 -0.07449 11.58369 -0.586 0.026 -0.448
H 3.29781 -0.04356 13.30388 -0.514 0.410 0.368
C -9.31619 8.27684 -0.80160 -0.161 -1.034 -0.564
N -9.08015 6.82521 -0.28076 1.612 -1.284 -0.581
C -10.33324 6.29748 0.37369 0.019 1.378 0.083
C -8.64452 5.89839 -1.45985 0.223 1.931 0.031
C -7.86529 6.87664 0.73250 -0.756 -0.047 0.779
C -7.70907 5.69243 1.79543 -2.172 1.919 0.018
O -7.62564 4.42913 1.24173 0.807 -0.425 -1.231
H -8.55176 8.54388 -1.53128 0.303 -0.200 0.351
H -9.37376 9.03078 -0.01650 0.104 -0.474 0.245
H -10.24756 8.29403 -1.36760 -0.091 -0.240 0.216
H -11.18309 6.51803 -0.27223 0.168 -0.044 -0.128
H -10.40459 6.96150 1.23514 -0.511 -0.521 0.363
H -10.34944 5.23311 0.60815 0.608 0.223 0.023
H -7.70404 6.35888 -1.76244 0.068 -0.291 -0.183
H -9.33512 6.05921 -2.28769 -0.211 -0.364 0.227
H -8.46282 4.85399 -1.20623 -0.465 0.293 0.467
H -8.11215 7.80935 1.23965 0.049 -0.345 0.819
H -6.93636 7.16801 0.24231 -0.188 -0.644 -0.709
H -8.62728 5.73556 2.38123 -0.390 0.120 0.067
H -6.99309 5.97462 2.56733 0.832 -0.009 -0.553
H -7.54649 3.73673 1.90199 -0.087 0.148 0.237
C -0.04195 -0.02085 -1.55950 -0.276 0.450 0.104
N -1.08386 0.76061 -0.74754 0.535 1.463 0.790
C -0.47172 1.77818 0.28937 0.613 -0.250 -1.330
C -1.86146 1.65850 -1.74149 -0.913 -1.030 0.950
C -1.91905 -0.17669 0.14892 -1.807 -0.692 -1.453
C -3.14020 -0.87193 -0.60051 1.608 -0.258 0.773
O -2.67990 -1.48120 -1.78164 0.033 0.450 -0.217
H -0.50261 -0.28270 -2.51204 -0.145 -0.423 0.409
H 0.29999 -0.88585 -0.99122 -0.182 0.101 -0.170
H 0.80993 0.60299 -1.83010 -0.093 0.323 0.468
H 0.40717 1.40286 0.81357 -0.455 -0.727 0.143
H -1.26211 2.11321 0.96105 0.189 -0.139 -0.193
H -0.04883 2.61523 -0.26617 -0.403 0.076 -0.195
H -2.54320 2.25040 -1.13079 0.255 0.321 -0.137
H -2.50399 1.05573 -2.38332 0.336 -0.250 0.063
H -1.20682 2.25776 -2.37428 0.233 -0.119 0.492
H -2.41002 0.32040 0.98555 0.451 0.632 -0.144
H -1.22280 -0.89797 0.57682 -0.020 -0.024 -0.317
H -3.99160 -0.20480 -0.73533 0.201 0.230 -0.169
H -3.46854 -1.66416 0.07230 -0.140 0.069 0.266
H -3.27821 -1.25120 -2.49628 -0.205 -0.300 -0.292
C -1.97809 2.79808 -13.72246 0.106 -0.612 2.142
N -1.55640 3.45269 -12.40689 1.292 1.878 -0.135
C -0.17392 2.94703 -11.98578 -0.628 0.104 0.174
C -1.35603 4.98295 -12.73132 -0.687 -0.392 0.338
C -2.63962 3.23805 -11.29380 1.944 1.539 -0.523
C -2.12531 3.67174 -9.88702 -0.537 -2.601 -0.336
O -1.55073 4.91070 -9.83761 0.264 1.549 -0.405
H -1.88709 1.74076 -13.47369 -0.118 -0.174 -0.583
H -1.26276 3.08316 -14.49390 -0.520 0.056 -0.046
H -3.03684 3.03358 -13.83060 0.270 0.182 -0.681
H -0.22180 1.94741 -11.55386 -0.282 -0.158 -0.469
H 0.22233 3.57361 -11.18673 -0.154 0.253 -0.276
H 0.47842 2.98379 -12.85826 -0.082 -0.072 0.120
H -2.32014 5.48720 -12.66554 -0.048 -0.215 0.172
H -1.03113 5.13946 -13.75993 0.289 -0.509 0.146
H -0.67612 5.45003 -12.01880 -0.134 -0.334 -0.116
H -2.85344 2.17201 -11.37083 -0.491 0.231 0.359
H -3.41405 3.94689 -11.58693 -0.415 -0.627 -0.082
H -1.39570 2.93786 -9.54470 0.101 -0.365 -0.015
H -2.98136 3.53612 -9.22604 -0.215 0.219 0.028
H -1.70783 5.32899 -8.98793 -0.074 0.037 -0.015
Br -6.98071 -1.19190 -6.34752 0.374 0.104 0.213
```
Forces are in eV/Å.

Löwdin population analysis, charges in e, atoms 1 to 99: 0.022 -0.430 -0.123 -0.145 -0.113 -0.419 0.137 0.147 0.006 -0.033 -0.013 0.114 0.072 0.100 0.144 0.140 0.121 0.132 0.148 0.127 0.076 0.102 0.099 0.103 0.103 0.082 0.108 0.092 0.101 0.007 -0.392 -0.120 -0.150 -0.094 -0.406 0.132 0.163 -0.002 -0.024 -0.005 0.096 0.108 0.062 0.134 0.136 0.108 0.132 0.137 0.125 0.072 0.106 0.095 0.106 0.087 0.106 0.083 0.096 0.102 0.005 -0.402 -0.160 -0.175 -0.133 -0.411 0.106 0.150 0.007 -0.046 -0.021 0.096 0.108 0.069 0.131 0.120 0.120 0.123 0.136 0.116 0.088 0.105 0.104 0.108 0.095 0.094 0.099 0.094 0.090 -0.048 -0.144 -0.209 0.014 -0.182 -0.031 -0.030 -0.159 -0.211 -0.075 0.093 0.072